DFT (the ωB97M-V functional and the def2-TZVPD basis) results for 2 unconnected molecules or ions with the total composition C2H8OS2.

XYZ file:
```
13
C2H8OS2 (the ωB97M-V functional and the def2-TZVPD basis)
O -0.585 -0.011 -0.862
C -1.513 0.839 1.149
C -0.767 -0.318 0.523
H -0.102 -0.755 -1.278
H -2.491 0.973 0.659
H -0.934 1.771 1.040
H -1.680 0.652 2.224
H 0.212 -0.459 1.021
H -1.342 -1.256 0.640
S 2.697 0.497 -0.655
S 2.445 -1.477 -1.184
H 1.410 0.889 -0.766
H 2.649 -1.344 -2.512
```

Summary:
F_max: 0.014 hartree/bohr
E_LUMO: 0.30 eV
energy relative to the best compared isomer or geometry (same formula, charge and spin): 45.9 kJ/mol
charge: 0
molar mass: 112.2 g/mol



DFT (the ωB97M-V functional and the def2-TZVPD basis) results for a molecular structure, C30H22N6O4Os at a distorted geometry.

XYZ file:
```
63
C30H22N6O4Os (the ωB97M-V functional and the def2-TZVPD basis)
Os 0.307 -0.576 -0.221
C 3.761 -3.216 -0.875
C 2.686 -2.356 -1.107
N 1.984 -1.821 -0.121
C 2.322 -2.096 1.168
C 3.426 -2.926 1.490
C 4.140 -3.498 0.417
C 3.728 -3.154 2.851
C 2.912 -2.640 3.831
C 1.799 -1.856 3.523
C 1.509 -1.521 2.200
N 0.487 -0.744 1.725
C -0.402 -0.018 2.487
C -0.226 0.504 3.764
C -1.292 1.113 4.433
C -2.532 1.238 3.857
C -2.715 0.877 2.504
C -3.905 1.103 1.781
C -3.950 0.794 0.444
C -2.817 0.255 -0.176
N -1.699 0.008 0.481
C -1.629 0.291 1.808
H 4.281 -3.639 -1.719
H 2.401 -2.094 -2.120
H 4.968 -4.159 0.618
H 4.587 -3.755 3.109
H 3.121 -2.852 4.870
H 1.152 -1.540 4.325
H 0.739 0.468 4.242
H -1.125 1.475 5.436
H -3.361 1.634 4.421
H -4.763 1.520 2.284
H -4.842 0.961 -0.139
H -2.829 0.031 -1.236
O -0.852 -2.551 -1.400
C -1.237 -2.601 -2.560
C -1.140 -1.546 -3.545
C -1.776 -1.693 -4.777
C -1.743 -0.677 -5.713
C -1.029 0.504 -5.477
C -0.353 0.658 -4.296
C -0.399 -0.339 -3.276
O 0.225 -0.125 -2.179
N -2.489 -0.845 -6.958
O -2.893 -1.956 -7.188
O -2.649 0.141 -7.629
H -1.728 -3.520 -2.924
H -2.322 -2.595 -5.013
H -1.021 1.273 -6.236
H 0.221 1.550 -4.090
N 0.389 5.337 2.007
C 0.605 4.208 1.326
C 1.606 3.291 1.710
C 1.697 2.082 1.070
N 0.890 1.723 0.064
C -0.003 2.620 -0.370
C -0.177 3.851 0.208
H 0.994 5.609 2.763
H -0.296 6.003 1.692
H 2.299 3.548 2.494
H 2.453 1.361 1.356
H -0.590 2.327 -1.231
H -0.904 4.545 -0.182
```

Summary:
F_max: 0.057 hartree/bohr
E_LUMO (spin up / spin down): -6.29 / -8.16 eV
energy relative to the best compared isomer or geometry (same formula, charge and spin): 0.0 kJ/mol
charge: +2
molar mass: 720.8 g/mol
⟨S²⟩: 6.07
multiplicity: 5



DFT (the ωB97M-V functional and the def2-TZVPD basis) results for C5H11N in the gas phase at a distorted geometry.

XYZ file:
```
17
C5H11N (the ωB97M-V functional and the def2-TZVPD basis)
C -0.926 -0.185 1.723
N 1.467 -1.128 0.312
C 0.571 -0.220 -0.285
C -0.534 0.230 0.307
C -1.516 1.149 -0.362
C 0.910 0.072 -1.735
H -1.990 -0.035 1.880
H -0.639 -1.222 1.883
H -0.416 0.492 2.416
H 1.394 -1.316 1.308
H 2.430 -0.861 0.121
H -1.854 1.910 0.359
H -1.077 1.765 -1.150
H -2.443 0.685 -0.697
H 1.641 -0.655 -2.092
H 1.421 1.027 -1.874
H 0.004 -0.006 -2.327
```

Summary:
F_max: 0.023 hartree/bohr
E_LUMO: 1.06 eV
energy relative to the best compared isomer or geometry (same formula, charge and spin): 42.9 kJ/mol
charge: 0
molar mass: 85.1 g/mol



DFT (the ωB97M-V functional and the def2-TZVPD basis) results for a molecular structure, C5H12N2O at a distorted geometry.

XYZ file:
```
20
C5H12N2O (the ωB97M-V functional and the def2-TZVPD basis)
C 0.600 0.265 -1.849
C 0.890 -0.672 -0.687
N -0.211 -0.831 0.271
C -0.093 0.084 1.410
C -1.411 -0.901 -0.317
C -2.255 0.103 -0.289
N 2.944 0.503 0.292
O -2.625 1.164 -0.033
H 1.561 0.534 -2.285
H -0.063 -0.178 -2.595
H 0.108 1.184 -1.515
H 1.175 -1.651 -1.082
H 1.948 -0.142 -0.090
H -0.931 -0.022 2.095
H -0.034 1.119 1.060
H 0.838 -0.133 1.926
H -4.473 -1.102 1.068
H -4.727 -0.931 1.746
H 3.882 0.135 0.309
H 2.878 1.471 0.566
```

Summary:
F_max: 0.061 hartree/bohr
E_LUMO: -2.47 eV
energy relative to the best compared isomer or geometry (same formula, charge and spin): 964.7 kJ/mol
charge: 0
molar mass: 116.2 g/mol



DFT (the ωB97M-V functional and the def2-TZVPD basis) results for a molecular structure, C28H73F6HfN5O17S2 at a distorted geometry.

XYZ file:
```
132
C28H73F6HfN5O17S2 (the ωB97M-V functional and the def2-TZVPD basis)
Hf -14.894 -24.176 -1.757
C -10.163 -22.511 -1.864
F -9.647 -23.701 -2.203
F -10.301 -22.486 -0.543
F -9.350 -21.583 -2.287
S -11.838 -22.369 -2.709
O -12.323 -21.023 -2.470
O -11.479 -22.689 -4.079
O -12.783 -23.362 -2.116
C -14.250 -23.230 -6.582
F -13.608 -24.372 -6.304
F -13.372 -22.288 -6.763
F -15.000 -23.432 -7.621
S -15.297 -22.819 -5.089
O -14.575 -23.320 -3.859
O -15.346 -21.369 -5.084
O -16.558 -23.506 -5.212
C -12.559 -17.330 -3.286
C -13.106 -17.979 -4.558
C -11.950 -18.325 -5.523
O -11.199 -17.204 -5.874
C -11.712 -16.325 -6.855
N -13.787 -19.200 -4.099
H -12.138 -16.344 -3.493
H -11.714 -17.933 -2.949
H -13.358 -17.183 -2.564
H -13.857 -17.405 -5.106
H -12.343 -18.807 -6.430
H -11.268 -18.992 -4.989
H -11.802 -16.899 -7.779
H -11.123 -15.413 -6.833
H -12.707 -15.947 -6.576
H -13.010 -19.829 -3.840
H -14.212 -19.858 -4.756
C -17.576 -22.808 -10.130
C -17.265 -21.475 -10.823
C -16.393 -20.567 -9.960
O -16.998 -20.545 -8.677
C -16.189 -19.845 -7.757
N -16.696 -21.664 -12.153
H -16.649 -23.288 -9.799
H -17.984 -23.574 -10.792
H -18.232 -22.665 -9.276
H -18.117 -20.789 -10.851
H -16.129 -19.590 -10.384
H -15.345 -20.933 -9.937
H -15.303 -20.454 -7.551
H -16.756 -19.720 -6.835
H -15.870 -18.853 -8.086
H -15.851 -22.214 -12.191
H -17.423 -22.144 -12.669
C -14.682 -24.402 -11.935
C -14.455 -25.666 -11.106
C -13.328 -25.508 -10.163
O -13.253 -26.659 -9.278
C -12.105 -26.556 -8.477
N -15.731 -26.073 -10.473
H -14.995 -23.630 -11.226
H -15.491 -24.533 -12.652
H -13.822 -24.011 -12.479
H -14.210 -26.481 -11.796
H -13.270 -24.586 -9.570
H -12.377 -25.561 -10.707
H -12.128 -25.648 -7.859
H -11.134 -26.578 -8.983
H -12.059 -27.423 -7.814
H -15.863 -25.291 -9.819
H -15.515 -26.835 -9.832
C -19.871 -23.452 -6.455
C -19.714 -21.935 -6.264
C -21.079 -21.265 -6.078
O -21.877 -21.529 -7.190
C -23.269 -21.397 -6.918
N -18.817 -21.601 -5.144
H -18.957 -23.943 -6.784
H -20.609 -23.633 -7.233
H -20.262 -23.827 -5.505
H -19.268 -21.492 -7.160
H -20.908 -20.180 -6.001
H -21.449 -21.567 -5.088
H -23.431 -20.379 -6.549
H -23.547 -22.127 -6.150
H -23.818 -21.612 -7.830
H -18.103 -22.319 -5.240
H -18.421 -20.676 -5.102
C -8.727 -26.474 -5.048
C -10.207 -26.751 -5.244
C -10.688 -28.132 -4.943
O -10.112 -29.108 -5.821
C -9.219 -29.984 -5.127
N -11.060 -25.742 -4.537
H -8.383 -25.476 -5.320
H -8.167 -27.107 -5.743
H -8.342 -26.702 -4.048
H -10.293 -26.593 -6.326
H -11.735 -28.265 -5.266
H -10.645 -28.301 -3.860
H -8.608 -29.472 -4.383
H -8.617 -30.503 -5.871
H -9.808 -30.747 -4.601
H -11.529 -25.372 -5.366
H -10.434 -24.946 -4.418
C -15.704 -26.372 -4.133
C -14.192 -26.573 -3.984
O -13.630 -25.670 -3.025
O -16.200 -25.546 -3.019
H -16.119 -27.380 -4.155
H -15.994 -25.867 -5.053
H -13.743 -26.467 -4.972
H -14.003 -27.615 -3.725
H -12.672 -25.926 -2.939
H -17.167 -25.650 -3.065
C -10.212 -23.188 -7.985
C -9.383 -21.922 -8.319
O -8.130 -22.221 -8.883
O -10.085 -23.620 -6.653
H -9.812 -23.958 -8.651
H -11.232 -23.079 -8.374
H -9.347 -21.320 -7.406
H -9.934 -21.382 -9.092
H -7.430 -22.158 -8.227
H -10.580 -23.050 -6.052
C -16.689 -21.348 -2.405
C -15.616 -20.811 -1.475
O -14.685 -21.865 -1.092
O -16.706 -22.790 -2.421
H -16.696 -20.840 -3.370
H -17.683 -21.053 -2.047
H -15.995 -20.296 -0.591
H -15.039 -20.037 -1.993
H -13.952 -21.385 -0.666
H -17.479 -23.011 -2.980
```

Summary:
F_max: 0.194 hartree/bohr
E_LUMO: -10.19 eV
energy relative to the best compared isomer or geometry (same formula, charge and spin): 0.0 kJ/mol
charge: +2
molar mass: 1108.5 g/mol